The following is a quantum chemistry calculation of a molecular structure, C31H40Br42Cl2IN2, from the Open Molecules 2025 dataset.

The calculated total energy comes out at -3010695.03888 eV. The net charge is +1. Its largest force on an atom is 0.011 Eh/bohr.

Last column: Löwdin charge in e.
CARTESIAN COORDINATES (ANGSTROEM)
C 2.07 3.22 1.11  -0.110
C 1.11 3.92 0.13  -0.244
C 1.52 3.82 -1.36  -0.191
C 0.37 3.39 -2.28  -0.193
C 0.38 1.89 -2.67  -0.223
C -0.79 1.10 -2.08  -0.194
C -0.47 -0.37 -1.75  -0.185
C -0.68 -0.60 -0.25  -0.227
C -0.36 -1.98 0.30  -0.139
N 1.09 -2.20 0.59  -0.014
N 1.89 -1.26 0.12  0.104
C 3.16 -1.36 0.35  -0.735
I 4.39 0.12 -0.39  1.042
C 3.70 -2.43 1.09  -0.017
C 2.87 -3.38 1.57  -0.185
C 3.39 -4.53 2.34  -0.680
Cl 3.46 -6.00 1.43  0.728
C 3.80 -4.45 3.60  -0.746
C 3.74 -3.20 4.43  -0.078
Cl 4.45 -5.80 4.41  0.731
C 1.49 -3.25 1.30  -0.146
C 0.53 -4.26 1.83  -0.018
H 1.65 2.26 1.44  0.039
H 2.20 3.81 2.02  0.068
H 3.05 3.06 0.67  0.036
H 1.07 4.98 0.41  0.107
H 0.10 3.53 0.26  0.023
H 2.37 3.15 -1.48  0.082
H 1.86 4.81 -1.68  0.108
H -0.58 3.62 -1.79  0.033
H 0.40 3.99 -3.19  0.105
H 0.36 1.84 -3.76  0.020
H 1.34 1.46 -2.35  0.087
H -1.13 1.62 -1.18  0.074
H -1.63 1.15 -2.79  0.085
H 0.57 -0.56 -2.01  0.096
H -1.12 -1.03 -2.33  0.110
H -1.75 -0.48 -0.05  0.127
H -0.18 0.17 0.33  0.059
H -0.84 -2.07 1.26  0.060
H -0.72 -2.78 -0.35  0.146
H 4.77 -2.49 1.26  0.131
H 3.13 -2.42 3.96  0.077
H 3.32 -3.44 5.40  0.078
H 4.75 -2.83 4.61  0.096
H -0.49 -4.13 1.49  0.073
H 0.86 -5.25 1.53  0.050
H 0.54 -4.22 2.93  0.077
C 5.10 1.37 -4.33  -1.639
Br 6.22 2.48 -3.22  0.557
Br 3.53 2.30 -4.92  0.579
Br 6.08 0.60 -5.79  0.583
H 4.77 0.54 -3.71  -0.066
C -0.26 -7.06 4.48  -1.613
Br 0.74 -5.86 5.59  0.581
Br -1.83 -6.20 3.76  0.603
Br 0.83 -7.83 3.09  0.610
H -0.61 -7.87 5.10  -0.092
C -1.62 0.82 3.52  -1.567
Br -0.16 -0.43 3.27  0.652
Br -1.62 1.60 5.26  0.590
Br -1.56 2.15 2.15  0.610
H -2.54 0.26 3.41  -0.015
C -4.73 4.07 0.14  -1.631
Br -2.91 4.28 -0.44  0.594
Br -5.11 2.24 0.60  0.569
Br -5.15 5.27 1.58  0.570
H -5.36 4.33 -0.69  -0.124
C -1.65 5.93 5.78  -1.640
Br -2.73 5.32 4.30  0.528
Br 0.19 5.47 5.55  0.533
Br -1.88 7.82 6.07  0.595
H -2.01 5.43 6.67  -0.037
C -5.81 6.27 -3.42  -1.611
Br -6.21 4.39 -3.32  0.617
Br -6.18 7.16 -1.75  0.607
Br -4.01 6.58 -4.00  0.590
H -6.47 6.70 -4.16  -0.031
C 3.90 3.41 -8.87  -1.645
Br 2.64 4.62 -8.08  0.567
Br 3.23 1.61 -8.85  0.519
Br 4.41 3.96 -10.64  0.601
H 4.79 3.42 -8.26  -0.032
C -1.07 -0.06 -6.05  -1.611
Br -2.11 -0.78 -7.50  0.581
Br 0.81 -0.30 -6.34  0.523
Br -1.49 1.78 -5.73  0.646
H -1.33 -0.62 -5.16  -0.037
C -7.76 10.76 -2.26  -1.674
Br -6.33 12.00 -2.61  0.578
Br -9.15 11.55 -1.21  0.583
Br -8.45 10.00 -3.89  0.558
H -7.34 9.94 -1.69  -0.088
C -0.60 -7.73 9.23  -1.622
Br -1.52 -8.50 7.72  0.564
Br 1.31 -7.88 9.06  0.575
Br -1.15 -5.92 9.54  0.582
H -0.89 -8.31 10.09  -0.026
C 4.20 -3.41 -7.23  -1.622
Br 6.04 -3.96 -7.25  0.599
Br 3.39 -3.69 -5.51  0.553
Br 4.01 -1.58 -7.79  0.472
H 3.67 -4.03 -7.94  -0.030
C -0.40 -3.02 -10.81  -1.637
Br -1.92 -1.87 -11.09  0.567
Br 0.51 -3.39 -12.46  0.591
Br 0.80 -2.31 -9.49  0.528
H -0.78 -3.96 -10.44  -0.029
C -3.81 -11.80 7.06  -1.640
Br -2.13 -12.74 7.02  0.578
Br -4.16 -11.06 8.79  0.566
Br -3.88 -10.45 5.69  0.541
H -4.59 -12.52 6.85  -0.029
C 0.98 3.66 9.53  -1.631
Br -0.04 2.95 8.06  0.507
Br 2.85 3.24 9.34  0.585
Br 0.69 5.55 9.72  0.585
H 0.63 3.19 10.43  -0.028

---

The following is a quantum chemistry calculation of a molecular structure, C31H40CoN4O in a non-equilibrium geometry, from the Open Molecules 2025 dataset.

The calculated total energy comes out at -78418.02536 eV. The expectation value of S² is 3.819. The net charge is -2. As for the spin multiplicity: 4. Its largest force on an atom is 0.167 Eh/bohr.

Last column: Löwdin charge in e.
CARTESIAN COORDINATES (ANGSTROEM)
Co 0.77 -0.01 0.02  0.389
N 0.72 -2.45 3.18  -0.003
N -0.56 -2.35 -1.53  -0.018
C 1.12 1.86 -0.53  -0.315
C 2.35 1.18 -0.16  -0.300
C 2.22 0.76 1.20  -0.304
C 3.19 -0.06 2.01  -0.097
H 3.97 -0.52 1.39  0.072
H 2.62 -0.96 2.47  0.042
H 3.65 0.51 2.83  0.058
C 0.90 1.13 1.65  -0.297
C 0.43 0.87 3.03  -0.044
H 1.04 1.48 3.71  0.076
H 0.57 -0.18 3.32  0.058
H -0.63 1.10 3.15  0.047
C 0.20 1.80 0.59  -0.294
C -1.09 2.54 0.75  -0.054
H -1.80 1.98 1.38  0.065
H -1.57 2.74 -0.21  0.053
H -0.90 3.51 1.25  0.071
C 3.59 1.04 -0.98  -0.059
H 4.33 1.82 -0.76  0.065
H 3.34 1.09 -2.05  0.055
H 4.06 0.07 -0.78  0.064
C 1.00 2.79 -1.68  -0.054
H -0.05 3.00 -1.89  0.060
H 1.44 2.34 -2.58  0.062
H 1.52 3.74 -1.48  0.072
C 0.22 -3.35 3.98  -0.239
H 0.79 -3.43 4.93  0.085
C -0.95 -4.06 3.61  -0.215
H -1.33 -4.75 4.37  0.048
C -1.52 -3.81 2.34  -0.156
H -2.50 -4.36 2.15  0.097
C -0.85 -2.90 1.46  -0.044
H -1.35 -2.75 0.51  0.039
C 0.35 -2.16 1.90  -0.284
C 1.55 -1.42 1.63  -0.131
H 2.03 -1.99 0.81  0.083
C -0.04 -1.03 -1.52  -0.146
C 0.35 -2.98 -2.37  -0.202
H 0.88 -3.89 -2.07  0.074
C 0.46 -2.15 -3.46  -0.142
H 0.45 -2.44 -4.49  0.069
N 0.14 -0.85 -2.91  -0.066
C -0.13 0.29 -3.66  -0.152
C 0.73 0.55 -4.75  -0.205
C 0.46 1.62 -5.62  -0.029
H 1.17 1.83 -6.44  0.110
C -0.68 2.42 -5.42  -0.308
C -0.92 3.55 -6.36  -0.092
H -1.47 4.35 -5.85  0.068
H -1.49 3.24 -7.24  0.071
H 0.05 3.94 -6.71  0.068
C -1.57 2.14 -4.37  -0.024
H -2.50 2.73 -4.24  0.112
C -1.29 1.10 -3.47  -0.192
C -2.27 0.75 -2.39  -0.055
H -2.76 -0.22 -2.60  0.090
H -3.05 1.51 -2.36  0.065
H -1.81 0.68 -1.39  0.060
C 1.98 -0.27 -4.90  -0.071
H 1.80 -1.30 -5.24  0.052
H 2.54 -0.32 -3.96  0.085
H 2.61 0.21 -5.65  0.061
C -1.69 0.22 5.81  -0.060
N -2.28 -0.94 5.18  -0.183
C -2.29 -2.13 6.02  -0.083
C -2.79 -0.91 3.92  -0.309
O -2.75 0.09 3.18  -0.023
H -1.96 0.17 6.87  0.070
H -2.05 1.14 5.36  0.088
H -0.59 0.18 5.75  0.092
H -2.96 -2.89 5.60  0.082
H -1.28 -2.54 6.12  0.074
H -2.63 -1.82 7.02  0.070
H -3.27 -1.86 3.62  0.127

---

The following is a quantum chemistry calculation of a molecular structure, C31H41AsBr4N6O5W in a non-equilibrium geometry, from the Open Molecules 2025 dataset.

The calculated total energy comes out at -394812.26865 eV. The net charge is +2. Its largest force on an atom is 0.065 Eh/bohr.

Last column: Löwdin charge in e.
CARTESIAN COORDINATES (ANGSTROEM)
W -1.47 -0.10 1.06  1.763
N 1.23 -1.54 -4.07  0.041
C 2.71 -1.63 -4.10  -0.343
C 3.37 -0.28 -3.84  -0.102
C 3.31 0.23 -2.40  -0.359
N 1.96 0.71 -2.05  0.062
C 3.71 -0.87 -1.41  -0.099
C 2.97 -2.18 -1.64  -0.249
N 1.49 -2.01 -1.39  0.188
C 3.15 -2.68 -3.07  -0.089
H 0.92 -0.73 -4.59  0.096
H 1.08 -1.62 -2.28  0.090
H 0.83 -2.35 -4.52  0.096
H 3.05 -1.97 -5.09  0.145
H 2.95 0.47 -4.52  0.124
H 4.42 -0.37 -4.12  0.133
H 4.06 1.03 -2.31  0.142
H 1.64 1.39 -2.73  0.087
H 2.00 1.21 -1.16  0.009
H 3.55 -0.52 -0.39  0.080
H 4.77 -1.08 -1.51  0.142
H 3.32 -2.92 -0.92  0.153
H 1.27 -1.35 -0.64  0.095
H 1.02 -2.89 -1.19  0.087
H 2.61 -3.62 -3.23  0.126
H 4.21 -2.91 -3.21  0.137
C -1.78 -3.94 1.64  -0.021
C -0.47 -3.36 2.06  -0.259
C 0.41 -4.18 2.82  0.020
C 1.65 -3.75 3.17  0.010
C 2.06 -2.45 2.78  -0.171
C 3.34 -1.88 3.04  -0.613
Br 4.64 -2.87 3.96  0.863
C 3.64 -0.62 2.60  -0.148
C 2.68 0.14 1.91  -0.596
Br 3.14 1.86 1.30  0.921
C 1.42 -0.36 1.68  -0.389
O 0.48 0.31 0.99  -0.351
C 1.12 -1.68 2.09  -0.158
N -0.12 -2.13 1.73  0.090
H -2.47 -3.97 2.49  0.108
H -1.63 -4.97 1.31  0.093
H -2.24 -3.37 0.84  0.038
H 0.07 -5.17 3.09  0.131
H 2.32 -4.38 3.74  0.097
H 4.61 -0.20 2.79  0.109
Br -1.30 -4.00 -2.15  0.870
C -2.20 -2.37 -2.42  -0.562
C -3.11 -2.25 -3.51  -0.138
C -3.79 -1.10 -3.73  -0.620
Br -4.97 -0.97 -5.18  0.869
C -3.62 0.02 -2.86  -0.162
C -4.27 1.26 -2.97  0.018
C -4.03 2.23 -2.05  0.003
C -3.16 1.97 -0.98  -0.102
N -2.51 0.83 -0.83  0.004
C -2.72 -0.13 -1.79  -0.147
C -1.99 -1.32 -1.57  -0.377
O -1.14 -1.30 -0.54  -0.295
H -3.25 -3.11 -4.16  0.108
H -4.97 1.43 -3.79  0.100
H -4.52 3.19 -2.11  0.125
H -3.00 2.72 -0.22  0.063
C -0.91 2.45 4.64  -0.129
C -0.09 2.44 3.35  -0.356
As -1.18 2.48 1.74  1.260
C -2.76 3.47 2.28  -0.381
C -2.48 4.96 2.48  -0.130
C -0.23 3.47 0.36  -0.377
C 0.66 4.61 0.86  -0.147
H -0.23 2.33 5.48  0.091
H -1.61 1.62 4.67  0.073
H -1.45 3.38 4.78  0.069
H 0.52 1.54 3.28  0.051
H 0.59 3.29 3.28  0.073
H -3.08 2.99 3.20  0.072
H -3.57 3.31 1.57  0.058
H -1.66 5.13 3.18  0.072
H -3.36 5.45 2.88  0.090
H -2.23 5.45 1.53  0.072
H -1.00 3.86 -0.31  0.070
H 0.34 2.73 -0.19  0.038
H 0.10 5.35 1.42  0.065
H 1.11 5.11 0.00  0.089
H 1.47 4.24 1.48  0.021
O -3.11 -1.29 1.33  -0.208
N -3.40 -0.44 2.31  -0.096
O -1.40 -0.19 2.73  -0.389
O -3.52 0.65 1.78  -0.137

---

The following is a quantum chemistry calculation of a molecular structure, C31H41AsCdN5O3S in a non-equilibrium geometry, from the Open Molecules 2025 dataset.

The calculated total energy comes out at -122638.20063 eV. The net charge is +1. Its largest force on an atom is 0.021 Eh/bohr.

Last column: Löwdin charge in e.
CARTESIAN COORDINATES (ANGSTROEM)
Cd -1.00 0.27 -0.08  1.383
C -0.51 3.53 -0.04  -0.172
C 0.76 3.07 -0.76  -0.098
C 0.44 2.38 -2.07  -0.296
C 1.24 2.49 -3.19  0.012
C 0.87 1.83 -4.35  -0.004
C -0.32 1.12 -4.37  -0.028
C -1.02 1.02 -3.19  -0.170
N -0.64 1.60 -2.04  0.007
N -1.07 2.53 0.89  -0.234
C -0.33 2.47 2.15  -0.133
C -0.83 1.33 3.02  -0.290
C -0.71 1.40 4.40  -0.005
C -1.25 0.38 5.16  -0.043
C -1.93 -0.66 4.55  -0.039
C -1.97 -0.67 3.15  -0.162
N -1.43 0.29 2.41  0.008
C -2.48 2.85 1.14  -0.131
C -3.50 2.14 0.26  -0.246
C -4.72 2.74 0.00  -0.005
C -5.69 2.06 -0.71  -0.025
C -5.41 0.79 -1.18  -0.040
C -4.16 0.26 -0.92  -0.136
N -3.23 0.91 -0.22  0.006
H -1.29 3.75 -0.78  0.128
H -0.38 4.46 0.52  0.130
H 1.33 2.41 -0.12  0.102
H 1.43 3.90 -0.92  0.126
H 2.17 3.03 -3.14  0.136
H 1.56 1.83 -5.19  0.110
H -0.66 0.62 -5.26  0.119
H -1.95 0.45 -3.14  0.100
H -0.41 3.43 2.69  0.145
H 0.74 2.36 1.93  0.111
H -0.19 2.24 4.86  0.133
H -1.16 0.39 6.25  0.128
H -2.37 -1.47 5.10  0.118
H -2.46 -1.48 2.63  0.105
H -2.65 3.93 1.06  0.136
H -2.73 2.59 2.16  0.128
H -4.91 3.74 0.38  0.125
H -6.68 2.52 -0.86  0.132
H -6.15 0.22 -1.72  0.114
H -3.90 -0.75 -1.26  0.110
N -0.61 -1.55 -1.60  0.008
C 0.71 -1.30 -2.23  -0.366
C 1.61 -0.52 -1.55  -0.156
C 2.84 -0.20 -2.10  -0.050
C 3.16 -0.67 -3.35  -0.241
C 2.30 -1.54 -4.01  -0.029
C 1.06 -1.85 -3.46  -0.043
S 4.51 0.13 -4.22  0.418
O 5.12 -0.87 -5.07  -0.323
O 3.72 1.15 -4.90  -0.350
O 5.34 0.65 -3.15  -0.345
H -1.30 -1.67 -2.33  0.073
H -0.58 -2.42 -1.11  0.045
H 1.38 -0.10 -0.58  0.021
H 3.58 0.45 -1.62  0.122
H 2.62 -1.91 -4.98  0.129
H 0.41 -2.51 -4.04  0.125
C 2.16 -3.75 -0.42  -0.145
C 2.38 -2.74 0.68  -0.411
As 0.76 -1.94 1.44  1.162
C -0.19 -3.55 2.01  -0.440
C 0.59 -4.51 2.88  -0.155
C 1.53 -1.33 3.11  -0.432
C 2.47 -0.17 2.90  -0.160
H 3.11 -4.21 -0.65  0.088
H 1.80 -3.33 -1.34  0.046
H 1.49 -4.56 -0.12  0.065
H 2.98 -1.91 0.29  0.062
H 2.92 -3.18 1.52  0.077
H -0.54 -4.07 1.10  0.061
H -1.11 -3.22 2.51  0.038
H 1.50 -4.84 2.40  0.063
H -0.01 -5.39 3.12  0.081
H 0.91 -4.06 3.82  0.062
H 2.07 -2.17 3.58  0.078
H 0.70 -1.07 3.78  0.041
H 3.33 -0.45 2.30  0.071
H 2.85 0.19 3.85  0.079
H 2.01 0.68 2.38  0.040

---

The following is a quantum chemistry calculation of a molecular structure, C31H41BLiN9OS3, from the Open Molecules 2025 dataset.

The calculated total energy comes out at -81663.15447 eV. The net charge is -2. Its largest force on an atom is 0.008 Eh/bohr.

Last column: Löwdin charge in e.
CARTESIAN COORDINATES (ANGSTROEM)
Li 0.20 -0.26 0.27  0.482
C 0.74 -2.14 -3.07  -0.067
C 0.97 -0.67 -2.93  -0.365
C 1.56 0.20 -3.87  -0.011
C 1.45 1.46 -3.32  -0.289
C 1.88 2.75 -3.94  -0.037
N 0.85 1.33 -2.12  0.024
N 0.55 0.02 -1.88  0.068
B 0.22 2.45 -1.23  -0.490
N -1.22 2.01 -0.85  0.012
N -1.47 0.87 -0.17  0.040
C -2.78 0.80 0.00  -0.343
C -3.41 -0.35 0.71  -0.032
C -3.40 1.94 -0.57  -0.003
C -2.36 2.68 -1.09  -0.290
C -2.43 3.99 -1.81  -0.044
N 1.04 2.77 0.04  0.013
N 0.68 2.23 1.24  0.106
C 1.47 2.77 2.15  -0.352
C 1.36 2.41 3.59  -0.074
C 2.37 3.68 1.54  -0.008
C 2.06 3.64 0.20  -0.295
C 2.72 4.37 -0.92  -0.036
H 1.00 -2.46 -4.08  0.065
H -0.32 -2.37 -2.90  0.073
H 1.31 -2.71 -2.34  -0.008
H 1.99 -0.06 -4.83  0.094
H 2.16 2.56 -4.98  0.070
H 2.75 3.18 -3.43  0.056
H 1.08 3.49 -3.92  0.066
H 0.14 3.44 -1.91  0.102
H -2.63 -1.03 1.05  0.036
H -4.08 -0.91 0.06  0.079
H -3.98 -0.02 1.58  0.080
H -4.45 2.19 -0.59  0.093
H -3.47 4.29 -1.90  0.068
H -2.00 3.92 -2.82  0.072
H -1.88 4.77 -1.28  0.078
H 0.42 1.88 3.77  0.039
H 1.39 3.30 4.22  0.065
H 2.16 1.74 3.89  0.041
H 3.14 4.26 2.01  0.094
H 3.31 5.20 -0.52  0.071
H 1.99 4.77 -1.63  0.064
H 3.41 3.72 -1.47  0.072
S 1.72 -2.93 0.24  0.523
C 3.24 -2.10 0.29  -0.776
N 3.85 -2.03 1.55  -0.020
C 4.99 -1.24 1.76  -0.151
C 5.64 -0.68 0.71  -0.171
C 5.12 -0.82 -0.60  -0.153
C 3.88 -1.50 -0.76  -0.164
H 3.22 -2.18 2.33  -0.008
H 5.29 -1.11 2.79  0.089
H 6.53 -0.09 0.90  0.075
H 5.60 -0.34 -1.44  0.057
H 3.41 -1.55 -1.73  0.071
C -2.51 -5.18 -0.16  -0.114
C -2.01 -4.01 0.68  -0.244
C -1.19 -4.50 1.88  -0.199
N -0.46 -3.44 2.57  -0.036
C -1.04 -2.25 2.87  -0.753
S -0.08 -0.79 2.81  0.311
N -2.29 -2.18 3.43  0.097
C -3.11 -3.14 3.99  -0.455
O -4.34 -3.02 3.90  -0.020
C -2.48 -4.21 4.79  -0.168
C -1.17 -4.14 5.28  -0.024
C -0.66 -5.16 6.07  -0.084
C -1.44 -6.27 6.38  -0.120
C -2.75 -6.34 5.90  -0.114
C -3.26 -5.32 5.13  -0.047
H -3.13 -4.84 -0.99  0.062
H -3.11 -5.87 0.45  0.069
H -1.67 -5.74 -0.57  0.070
H -2.87 -3.43 1.05  0.097
H -1.39 -3.35 0.08  0.097
H -0.43 -5.19 1.52  0.118
H -1.84 -5.04 2.57  0.105
H 0.48 -3.30 2.20  -0.017
H -2.77 -1.30 3.28  0.117
H -0.55 -3.27 5.08  0.079
H 0.35 -5.09 6.44  0.100
H -1.03 -7.07 6.98  0.084
H -3.36 -7.20 6.14  0.086
H -4.28 -5.35 4.76  0.106
S 1.55 -1.24 4.01  -0.055